No. 1
{"formula": "C3H12N3O", "method": "wB97M-V/def2-TZVPD", "symbols": ["O", "N", "N", "N", "C", "C", "C", "H", "H", "H", "H", "H", "H", "H", "H", "H", "H", "H", "H"], "coordinates": [[0.539074, 1.543996, -1.589066], [-0.182698, -0.468011, 0.261709], [-0.548835, -2.523816, 1.489505], [1.315753, -1.148615, 1.951574], [0.189816, -1.404169, 1.160159], [0.215596, 2.939056, -1.374041], [-1.222163, -0.636482, -0.736245], [-0.256578, -3.048318, 2.294051], [-2.114574, -0.939028, -0.198994], [-1.316441, 0.270204, -1.298499], [1.801557, -1.954552, 2.294426], [0.321437, 0.403164, 0.275673], [-0.863335, 3.021669, -1.475698], [-1.540333, -2.507053, 1.283874], [0.615464, 3.529364, -2.200944], [-0.862586, -1.448047, -1.384049], [1.914201, -0.421211, 1.600769], [1.429008, 1.546926, -1.960788], [0.565636, 3.244922, -0.393416]], "forces_ev_per_angstrom": [[0.39, 0.89, -0.14], [-0.59, 1.40, 0.21], [-0.68, 0.02, -0.57], [-0.51, 0.65, 0.57], [1.74, -1.45, -0.51], [-0.19, -0.87, -0.78], [1.21, -1.16, 1.01], [-0.21, 0.11, 0.33], [-0.54, 0.11, -0.56], [-0.31, 0.30, -0.11], [0.27, -0.02, -0.19], [-0.16, 0.01, -0.13], [-0.11, 0.03, 0.40], [-0.06, -0.04, 0.39], [0.25, 0.23, 0.31], [-0.53, -0.06, -0.34], [0.18, -0.19, 0.01], [-0.13, -0.29, 0.08], [-0.03, 0.34, 0.01]], "lowdin_spin": [0.01, 0.14, 0.14, 0.11, 0.44, 0.01, 0.04, 0.03, 0.01, 0.00, 0.01, 0.02, 0.00, 0.03, 0.00, 0.01, 0.01, 0.00, 0.00], "e_homo_ev": [-3.029, -8.623], "e_above_lowest_ev": 0.9529, "gap_ev": [3.742, 9.191], "total_charge": 0, "e_tot_ha": -360.8936, "lumo_energy_ha": [0.0262, 0.0209], "spin_multiplicity": 2}



No. 2
{"formula": "C3H12N3O", "method": "wB97M-V/def2-TZVPD", "symbols": ["O", "N", "N", "N", "C", "C", "C", "H", "H", "H", "H", "H", "H", "H", "H", "H", "H", "H", "H"], "coordinates": [[0.906709, -0.717185, 1.697548], [-0.344270, -0.736177, -0.630803], [2.476449, 0.532203, 2.495316], [-0.559052, 0.675245, -0.392369], [-0.641644, 1.461838, -1.684149], [-1.390942, -1.626315, -1.272919], [1.202424, 0.289230, 2.316393], [-2.298381, -1.559337, -0.629884], [-0.072586, -1.182920, 0.320625], [-1.041896, -2.645194, -1.035620], [-0.580667, 2.458391, -1.394267], [-0.001107, 1.181577, -2.500750], [0.423748, -0.865189, -1.232125], [2.784755, 1.297480, 3.097284], [-1.634081, 1.423036, -2.117587], [-1.587772, -1.619097, -2.279643], [-1.417261, 0.731585, 0.079552], [3.278484, -0.056161, 2.299144], [0.497088, 0.956990, 2.864252]], "forces_ev_per_angstrom": [[-1.57, -0.81, -0.72], [-1.46, -1.03, 0.78], [2.56, 2.38, 1.73], [1.82, -0.44, -2.44], [-1.77, -1.54, 0.70], [-0.56, -1.27, 4.58], [0.13, -0.99, 0.52], [0.38, 0.28, -0.84], [-0.05, 1.23, -0.95], [0.10, 0.29, -0.23], [0.86, 1.78, 0.35], [0.95, -0.20, 0.30], [1.82, 0.42, -0.59], [-0.57, -0.17, -0.31], [-0.48, -0.44, -0.09], [-0.14, 1.04, -2.39], [-1.42, 0.15, 0.82], [-0.86, -0.49, -0.56], [0.28, -0.20, -0.65]], "nbo_charge": [-0.70, -0.38, -0.77, -0.41, -0.45, -0.45, 0.55, 0.23, 0.50, 0.24, 0.24, 0.22, 0.42, 0.40, 0.20, 0.24, 0.37, 0.42, 0.15], "e_homo_ev": -14.015, "e_above_lowest_ev": 3.1518, "gap_ev": 11.273, "total_charge": 1, "e_tot_ha": -360.7189, "lumo_energy_ha": -0.1008}



No. 3
{"formula": "C3H12N3O", "method": "wB97M-V/def2-TZVPD", "symbols": ["O", "N", "N", "N", "C", "C", "C", "H", "H", "H", "H", "H", "H", "H", "H", "H", "H", "H", "H"], "coordinates": [[2.478709, -1.413909, 0.222477], [-1.677522, 0.832684, 0.952994], [2.496725, 0.842281, 0.195924], [-0.694244, -1.663232, 0.252150], [1.905554, -0.301419, 0.630209], [-1.617391, 0.721494, -1.328505], [-0.931981, 0.353522, -0.055948], [2.115541, 1.751150, 0.447246], [-1.802865, 1.743675, -1.009507], [-0.404466, -1.861095, 1.200654], [0.129721, -1.870862, -0.337678], [-1.099349, 0.529083, -2.238297], [3.494017, 0.853164, 0.138527], [3.411691, -1.230114, -0.123533], [-2.601423, 0.157700, -1.178747], [-2.671936, 1.036927, 0.663059], [-1.149680, 1.238414, 1.691828], [-1.518069, -2.151351, -0.100124], [0.136964, 0.431893, -0.022729]], "forces_ev_per_angstrom": [[2.10, 0.83, 0.13], [-0.41, -0.78, -1.01], [-0.28, -0.91, 1.01], [0.48, 1.08, -1.86], [-0.78, 1.13, -0.62], [-1.75, -1.92, 1.67], [-0.44, 0.24, 0.32], [0.01, -0.55, 0.22], [-0.05, 0.39, -1.51], [-0.43, 0.01, 0.20], [-0.74, -0.10, 0.37], [0.09, 0.00, -0.64], [0.96, 0.15, -0.66], [-1.14, -0.62, 0.08], [0.89, 0.87, -1.22], [1.70, 0.09, 1.43], [-0.57, 0.25, 1.02], [0.33, -0.17, 0.52], [0.03, 0.00, 0.54]], "nbo_charge": [-0.66, -0.78, -0.83, -0.91, 0.29, -0.67, 0.28, 0.41, 0.26, 0.42, 0.41, 0.25, 0.38, 0.46, 0.22, 0.41, 0.42, 0.40, 0.22], "e_homo_ev": -12.806, "e_above_lowest_ev": 4.3781, "gap_ev": 10.075, "total_charge": 1, "e_tot_ha": -360.6738, "lumo_energy_ha": -0.1004}



No. 4
{"formula": "C3H12N3O", "method": "wB97M-V/def2-TZVPD", "symbols": ["O", "N", "N", "N", "C", "C", "C", "H", "H", "H", "H", "H", "H", "H", "H", "H", "H", "H", "H"], "coordinates": [[-1.419105, 0.669211, -1.698088], [0.373966, -0.228375, 0.522692], [2.353074, -0.493315, 1.807596], [1.142173, 1.491056, 1.832709], [0.593130, -1.459420, -0.233835], [1.289578, 0.238719, 1.324834], [-2.808949, 0.541390, -1.949312], [2.731562, -1.188437, 1.190602], [1.314711, 1.771087, 2.781496], [1.497641, -1.971949, 0.066449], [-3.114437, 1.483561, -2.419108], [0.509258, -1.421300, -1.304684], [-2.949982, -0.400299, -2.503211], [-0.775361, 0.536588, -2.394655], [-3.419135, 0.422380, -1.027852], [-0.205244, -2.160302, 0.049970], [-0.465912, 0.205376, 0.146135], [2.961621, -0.014245, 2.445316], [0.391408, 1.978277, 1.362946]], "forces_ev_per_angstrom": [[1.02, 0.08, 2.42], [0.72, -1.51, -1.93], [-1.78, 0.66, -1.16], [-0.90, -0.25, -1.28], [-0.81, -1.64, 1.07], [0.93, 0.75, 2.49], [-0.19, -0.35, -0.59], [0.28, -0.22, 0.35], [0.35, -0.26, 0.12], [0.18, 0.11, -0.22], [-0.45, -0.64, -0.37], [0.30, 0.81, -0.40], [-0.46, 0.72, -0.33], [-0.82, -0.06, -0.71], [0.98, 0.20, -0.19], [0.13, 0.15, 0.05], [0.16, 1.06, 0.38], [0.33, 0.03, -0.16], [0.02, 0.34, 0.45]], "nbo_charge": [-0.79, -0.55, -0.77, -0.78, -0.43, 0.69, -0.25, 0.42, 0.43, 0.20, 0.19, 0.23, 0.19, 0.49, 0.19, 0.23, 0.47, 0.42, 0.41], "e_homo_ev": -14.131, "e_above_lowest_ev": 1.6865, "gap_ev": 11.250, "total_charge": 1, "e_tot_ha": -360.7728, "lumo_energy_ha": -0.1059}



No. 5
{"formula": "C3H12N3S", "method": "wB97M-V/def2-TZVPD", "symbols": ["S", "N", "N", "N", "C", "C", "C", "H", "H", "H", "H", "H", "H", "H", "H", "H", "H", "H", "H"], "coordinates": [[1.449497, 2.093299, -1.744839], [0.844510, -1.890116, 1.038615], [-0.898474, -2.614297, 2.470371], [-1.905975, 0.198951, -0.010017], [-1.052730, 1.188521, -0.685669], [-0.247305, -1.669140, 1.753365], [0.416528, 0.736210, -1.056297], [-2.545940, -0.301112, -0.620418], [-2.420347, 0.611377, 0.730400], [2.605322, 1.419958, -1.887945], [0.972866, 0.397518, -0.174357], [-1.521010, 1.562762, -1.630084], [1.350640, -1.112875, 0.690220], [-0.968089, 2.139246, -0.071556], [-0.623722, -0.667997, 1.854831], [-0.745440, -3.589446, 2.298183], [1.270844, -2.812418, 1.082886], [0.287298, -0.140000, -1.762920], [-1.833759, -2.395108, 2.847010]], "forces_ev_per_angstrom": [[-0.64, -0.06, -0.04], [-1.53, -1.15, 1.57], [-0.17, 1.58, -1.17], [1.23, -0.55, -0.53], [0.58, 2.00, -0.57], [-0.02, -1.42, 0.99], [-0.86, -1.17, -0.29], [0.23, 0.32, 0.01], [-0.60, 0.50, 0.44], [-0.27, -0.13, 0.09], [-0.39, 0.10, -0.01], [0.33, -0.44, 0.56], [0.45, 0.50, -0.47], [-0.15, -1.23, -0.36], [0.02, 0.21, -0.28], [0.25, -0.40, 0.03], [0.08, 0.36, -0.32], [0.49, 0.98, 0.62], [0.97, 0.00, -0.28]], "nbo_charge": [-0.01, -0.70, -0.72, -0.88, -0.24, 0.42, -0.51, 0.38, 0.37, 0.14, 0.15, 0.21, 0.44, 0.21, 0.25, 0.42, 0.43, 0.22, 0.44], "e_homo_ev": -12.009, "e_above_lowest_ev": 1.6901, "gap_ev": 8.316, "total_charge": 1, "e_tot_ha": -683.7046, "lumo_energy_ha": -0.1357}



No. 6
{"formula": "C3H12N3S", "method": "wB97M-V/def2-TZVPD", "symbols": ["S", "N", "N", "N", "C", "C", "C", "H", "H", "H", "H", "H", "H", "H", "H", "H", "H", "H", "H"], "coordinates": [[1.234087, -3.958409, 0.016603], [-1.250525, 1.203590, -0.786549], [0.994295, 0.142586, 0.250639], [-1.683909, 3.032255, 0.594010], [1.411809, -1.191869, -0.303621], [1.001442, -2.273311, 0.693741], [-1.858046, 2.306683, -0.594086], [-2.360482, 2.899412, -1.399743], [0.894273, -1.335750, -1.297329], [1.580241, -2.194457, 1.653393], [0.229876, -3.831090, -0.863125], [-2.353503, 3.774245, 0.799401], [-1.518561, 0.799817, -1.693124], [0.018152, 0.490023, -0.067929], [1.022908, 0.126014, 1.275314], [-1.486295, 2.437144, 1.401983], [-0.037437, -2.149114, 0.874829], [1.663048, 0.887927, -0.048416], [2.498628, -1.165697, -0.505991]], "forces_ev_per_angstrom": [[0.07, 0.46, 0.17], [-0.66, -0.78, -0.59], [1.06, 0.89, 0.00], [-0.68, -1.25, -0.78], [0.04, -0.32, -0.90], [1.24, -0.24, -0.17], [0.58, 2.37, 0.83], [0.03, -0.81, 0.72], [0.49, 0.21, 1.12], [-0.53, -0.11, -0.89], [0.03, -0.13, -0.01], [0.36, -0.36, -0.26], [0.32, 0.31, 0.37], [-0.13, 0.01, -0.09], [0.02, -0.02, -0.22], [-0.05, 0.48, -0.35], [-0.96, 0.07, 0.55], [-0.66, -0.67, 0.27], [-0.57, -0.11, 0.23]], "nbo_charge": [0.03, -0.80, -0.73, -0.80, -0.24, -0.55, 0.35, 0.19, 0.23, 0.24, 0.12, 0.41, 0.38, 0.46, 0.42, 0.39, 0.22, 0.43, 0.23], "e_homo_ev": -12.620, "e_above_lowest_ev": 1.2397, "gap_ev": 9.603, "total_charge": 1, "e_tot_ha": -683.7211, "lumo_energy_ha": -0.1109}